Record 1
12
Properties=species:S:1:pos:R:3 method="wB97M-V/def2-TZVPD" e_above_lowest_kcal_mol=50.0 e_homo_ha="0.0499 / 0.0498" homo_lumo_gap_ev="5.6 / 5.6" charge=-2 total_energy_ev=-12401.0818
O -1.176 1.268 -2.848
O -1.101 2.362 -0.898
O -3.553 -1.087 -0.656
O -2.456 -0.982 1.328
C 0.112 0.124 0.342
C -2.690 -0.838 0.150
C -0.746 0.014 -0.888
C -1.037 1.302 -1.590
H -0.488 -0.813 -1.557
H 1.188 0.286 0.122
H -0.237 0.984 0.915
H 0.041 -0.766 0.982

***

Record 2
13
Properties=species:S:1:pos:R:3 method="wB97M-V/def2-TZVPD" e_above_lowest_kcal_mol=0.1 e_homo_ha=-0.3735 smiles="O=C(O)/C=C(/O)C(=O)O" homo_lumo_gap_ev=9.6 charge=0 total_energy_ev=-14449.9641
O 0.809 2.761 0.764
O 1.071 -1.866 0.901
O -1.136 -2.591 -0.322
O -0.592 1.769 -0.684
O -1.480 -0.615 -1.307
C 0.448 1.733 0.222
C 0.963 0.377 0.550
C 0.356 -0.829 0.361
C -0.799 -1.447 -0.522
H -0.959 0.265 -1.307
H 0.487 -2.676 0.865
H 1.875 0.391 1.116
H -1.044 2.727 -0.638

***

Record 3
10
Properties=species:S:1:pos:R:3 method="wB97M-V/def2-TZVPD" s_squared=0.7566 e_above_lowest_kcal_mol=35.0 e_homo_ha="-0.2526 / -0.2532" homo_lumo_gap_ev="5.9 / 5.9" spin_multiplicity=2 charge=0 total_energy_ev=-6908.8419
Rb 1.549 2.934 -1.554
O 1.730 0.196 -0.744
C -1.128 0.156 1.235
C -0.470 -0.313 -0.132
C -1.559 0.451 -0.151
C 0.799 -0.774 -0.739
H 0.691 -1.629 0.112
H -1.626 -0.621 1.830
H 0.595 -1.284 -1.704
H -0.580 0.884 1.846